Run a
Computed, not measured: C28H30AuN3O2S4 as an isolated structure, with the ωB97M-V functional and the def2-TZVPD basis.

Values from the calculation:
- spin multiplicity = 1
- charge = +2
- orbital gap (Eh) = 0.262
- highest occupied orbital energy (eV) = -13.3

Each line ends with the Löwdin charge.
Geometry (Å):
Au -1.851 0.797 0.767  1.2665
O -1.987 -1.227 1.464  -0.6527
S -1.928 -2.620 0.821  1.1110
C -2.976 -2.484 -0.670  -0.2913
C -2.487 -3.111 -1.972  -0.2032
C -1.532 -2.231 -2.787  -0.1943
C -2.193 -0.932 -3.276  -0.2850
S -1.531 0.560 -2.502  1.0946
O -1.280 0.098 -1.044  -0.6620
C 0.117 0.626 -3.163  -0.3777
C 1.158 0.829 -2.263  -0.0729
C 2.441 0.987 -2.765  -0.0529
C 2.674 0.951 -4.133  -0.0409
C 1.620 0.763 -5.016  -0.0418
C 0.330 0.607 -4.536  -0.0620
C -0.272 -2.846 0.222  -0.3996
C 0.069 -4.129 -0.188  -0.0871
C 1.352 -4.367 -0.657  -0.0440
C 2.283 -3.338 -0.675  -0.0439
C 1.942 -2.074 -0.209  -0.0560
C 0.659 -1.816 0.247  -0.0930
H -3.128 -1.411 -0.768  0.0605
H -3.918 -2.929 -0.349  0.1005
H -3.375 -3.329 -2.570  0.1304
H -2.010 -4.074 -1.792  0.1058
H -1.189 -2.799 -3.650  0.1316
H -0.642 -1.995 -2.201  0.0940
H -3.264 -0.893 -3.067  0.1038
H -2.074 -0.770 -4.346  0.0952
H 0.968 0.855 -1.196  0.0869
H 3.271 1.154 -2.092  0.1068
H 3.678 1.079 -4.512  0.1207
H 1.799 0.744 -6.082  0.1229
H -0.485 0.489 -5.238  0.1151
H -0.649 -4.940 -0.133  0.1214
H 1.629 -5.360 -0.985  0.1208
H 3.287 -3.531 -1.029  0.1171
H 2.679 -1.281 -0.193  0.0961
H 0.406 -0.841 0.642  0.0356
S -1.864 5.168 1.148  1.1264
C -1.418 4.835 -0.464  -0.3605
C -1.391 3.500 -0.756  -0.1726
C -1.752 2.746 0.381  -0.3298
C -2.030 3.504 1.484  -0.5370
C -2.373 2.841 2.718  -0.2701
C -2.653 3.418 3.944  0.0245
C -2.943 2.601 5.021  0.0003
C -2.947 1.221 4.863  -0.0117
C -2.660 0.691 3.625  -0.0735
N -2.391 1.490 2.585  -0.0533
H -1.196 5.651 -1.134  0.0874
H -1.132 3.114 -1.729  0.0764
H -2.639 4.495 4.042  0.1281
H -3.165 3.037 5.986  0.1307
H -3.169 0.559 5.687  0.1244
H -2.642 -0.371 3.433  0.1083
S 0.922 1.521 2.158  0.6210
C 2.485 0.924 2.382  -0.8710
N 2.961 0.402 3.513  0.0296
C 4.376 0.039 3.442  -0.1059
C 4.742 0.424 1.991  -0.1112
N 3.467 0.919 1.467  0.0164
H 2.396 0.323 4.340  0.1413
H 4.512 -1.024 3.632  0.1207
H 4.956 0.600 4.173  0.1234
H 5.091 -0.433 1.417  0.1144
H 5.505 1.200 1.956  0.1225
H 3.359 1.395 0.592  0.1232

---

Run b
Computed, not measured: C28H30AuN3O2S4 as an isolated structure, with the ωB97M-V functional and the def2-TZVPD basis.

Values from the calculation:
- spin multiplicity = 1
- charge = +2
- orbital gap (Eh) = 0.239
- highest occupied orbital energy (eV) = -12.8

Each line ends with the Löwdin charge.
Geometry (Å):
Au 0.583 0.814 -0.005  1.3271
O 2.545 0.855 0.567  -0.6211
S 3.553 -0.333 0.473  1.0763
C 3.811 -0.702 2.223  -0.2812
C 2.582 -1.256 2.945  -0.2223
C 2.362 -2.766 2.816  -0.2212
C 2.071 -3.264 1.405  -0.3078
S 0.476 -2.679 0.766  1.0266
O 0.875 -1.346 0.084  -0.7035
C 0.337 -3.856 -0.558  -0.4675
C 0.702 -3.506 -1.844  -0.0684
C 0.603 -4.467 -2.843  -0.0490
C 0.148 -5.740 -2.540  -0.0474
C -0.209 -6.072 -1.237  -0.0503
C -0.122 -5.125 -0.233  -0.1166
C 5.098 0.446 0.122  -0.4050
C 5.337 1.764 0.491  -0.0717
C 6.591 2.299 0.245  -0.0427
C 7.575 1.525 -0.360  -0.0380
C 7.314 0.215 -0.734  -0.0449
C 6.063 -0.337 -0.496  -0.0729
H 4.120 0.253 2.653  0.1093
H 4.663 -1.387 2.243  0.1197
H 1.694 -0.708 2.621  0.0944
H 2.713 -1.020 4.002  0.1292
H 1.536 -3.055 3.468  0.1213
H 3.246 -3.291 3.184  0.1287
H 2.008 -4.351 1.369  0.1055
H 2.809 -2.946 0.669  0.0840
H 1.049 -2.505 -2.061  0.1083
H 0.885 -4.218 -3.857  0.1161
H 0.063 -6.481 -3.323  0.1169
H -0.562 -7.068 -1.007  0.1179
H -0.416 -5.367 0.782  0.1203
H 4.559 2.353 0.958  0.1085
H 6.804 3.320 0.530  0.1197
H 8.552 1.950 -0.545  0.1211
H 8.077 -0.374 -1.224  0.1208
H 5.847 -1.356 -0.793  0.1169
S -0.220 5.117 -0.171  1.1282
C 1.464 4.908 -0.394  -0.3557
C 1.860 3.599 -0.410  -0.1549
C 0.733 2.773 -0.230  -0.2961
C -0.454 3.429 -0.095  -0.5178
C -1.656 2.635 -0.023  -0.2495
C -2.961 3.083 0.002  0.0215
C -3.994 2.158 -0.014  0.0013
C -3.700 0.805 -0.058  -0.0177
C -2.381 0.404 -0.063  -0.0992
N -1.388 1.298 -0.038  -0.0460
H 2.093 5.778 -0.505  0.0875
H 2.873 3.269 -0.563  0.0980
H -3.159 4.146 0.025  0.1285
H -5.022 2.495 0.001  0.1302
H -4.474 0.052 -0.092  0.1157
H -2.115 -0.644 -0.082  -0.0017
S -2.838 -2.926 -0.336  0.6582
C -4.401 -3.545 -0.213  -0.8566
N -5.235 -3.753 -1.238  0.0204
C -6.514 -4.336 -0.837  -0.1125
C -6.374 -4.418 0.699  -0.1132
N -5.017 -3.917 0.915  0.0194
H -4.959 -3.584 -2.188  0.1388
H -6.652 -5.318 -1.289  0.1209
H -7.343 -3.697 -1.140  0.1191
H -6.475 -5.437 1.067  0.1204
H -7.103 -3.791 1.210  0.1187
H -4.560 -3.874 1.807  0.1371

---

Stability, descending: run a, run b

---

Run a
Computed, not measured: one molecule with the formula C2H3ClO2, with the ωB97M-V functional and the def2-TZVPD basis.

Values from the calculation:
- spin multiplicity = 1
- charge = 0
- orbital gap (spin up / spin down) (Eh) = 0.341 / 0.341
- highest occupied orbital energy (spin up / spin down) (eV) = -9.5 / -9.5

Each line ends with the Löwdin charge.
Geometry (Å):
C 0.337 0.777 0.203  -0.3671
C -0.806 -0.240 0.051  -0.6463
O 0.140 1.076 -1.070  -0.1131
O -0.627 -1.359 -0.661  -0.0132
Cl -2.417 0.265 0.079  0.7803
H 0.078 1.474 0.877  0.0646
H 1.279 0.193 0.467  0.1393
H -1.155 -1.540 -1.490  0.1555

---

Run b
Computed, not measured: one molecule with the formula C2H3ClO2, with the ωB97M-V functional and the def2-TZVPD basis.

Values from the calculation:
- spin multiplicity = 1
- structure (SMILES) = CC(=O)OCl
- charge = 0
- orbital gap (Eh) = 0.394
- highest occupied orbital energy (eV) = -10.5

Each line ends with the Löwdin charge.
Geometry (Å):
C 1.054 0.060 0.075  -0.0010
C -0.347 -0.428 -0.007  -0.4797
O -0.839 -1.493 -0.252  0.0932
O -1.289 0.764 0.042  -0.5694
Cl -2.955 0.426 0.086  0.6505
H 1.260 0.658 0.948  0.0825
H 1.634 -0.810 -0.172  0.0809
H 1.482 0.824 -0.721  0.1430

---

Run c
Computed, not measured: a 2-piece molecular cluster, C2H3ClO2 overall, with the ωB97M-V functional and the def2-TZVPD basis.

Values from the calculation:
- spin multiplicity = 1
- structure (SMILES) = C=C=O.OCl
- charge = 0
- orbital gap (Eh) = 0.326
- highest occupied orbital energy (eV) = -9.1

Each line ends with the Löwdin charge.
Geometry (Å):
C 1.407 0.585 -0.230  -0.0140
C 0.695 -0.561 -0.046  -0.2960
O 0.338 -1.689 -0.107  0.1187
H 2.408 0.611 -0.298  0.0001
H 0.835 1.573 -0.240  0.0491
O -1.808 -0.500 0.863  -0.4793
Cl -1.781 0.938 -0.047  0.6531
H -2.094 -0.958 0.106  -0.0318

---

Stability, descending: run b, run a, run c

---

Run a
Computed, not measured: a 2-piece molecular cluster, C5H8F3NO2 overall, with the ωB97M-V functional and the def2-TZVPD basis.

Values from the calculation:
- spin multiplicity = 1
- structure (SMILES) = NC(F)=C(O)O.C/C(F)=C\F
- charge = 0
- orbital gap (Eh) = 0.316
- highest occupied orbital energy (eV) = -8.0

Each line ends with the Löwdin charge.
Geometry (Å):
N -0.765 1.272 1.337  0.1383
C -1.612 1.104 0.289  -0.3544
F -1.458 1.985 -0.749  0.0425
C -2.319 -0.026 0.038  -0.3067
O -2.801 -0.606 -1.144  0.0709
O -2.456 -1.051 0.970  0.0520
H -0.497 0.382 1.797  0.1306
H -0.921 2.108 1.806  0.0759
H -2.705 0.162 -1.700  0.0897
H -2.498 -1.924 0.653  0.0789
C 2.057 -1.602 -0.120  0.0003
C 1.727 -0.271 -0.690  -0.3471
F 1.196 -0.258 -1.932  0.0266
C 2.010 0.991 -0.389  -0.0505
F 2.681 1.336 0.784  -0.0470
H 2.558 -2.123 -0.913  0.0755
H 1.057 -1.982 0.107  0.0883
H 2.889 -1.443 0.654  0.1228
H 1.858 1.946 -0.798  0.1136

---

Run b
Computed, not measured: one molecule with the formula C5H8F3NO2, with the ωB97M-V functional and the def2-TZVPD basis.

Values from the calculation:
- spin multiplicity = 1
- structure (SMILES) = C[C@](F)(CF)[C@@](N)(F)C(=O)O
- charge = 0
- orbital gap (Eh) = 0.419
- highest occupied orbital energy (eV) = -11.0

Each line ends with the Löwdin charge.
Geometry (Å):
C 0.138 -0.704 -1.878  0.0001
C 0.380 -0.528 -0.390  -0.3958
F 1.622 -0.913 0.006  0.0465
C -0.706 -1.360 0.481  -0.1282
F -0.346 -2.651 0.547  -0.0075
C 0.253 1.065 -0.095  -0.3975
N 1.093 1.538 0.938  0.1060
F 0.466 1.766 -1.321  -0.0010
C -1.210 1.296 0.215  -0.4674
O -2.113 1.374 -0.583  0.1458
O -1.470 1.400 1.547  0.1080
H 1.135 -0.462 -2.438  0.1356
H -0.651 0.114 -2.249  0.1391
H -0.333 -1.587 -2.058  0.0388
H -1.689 -1.321 -0.114  0.1660
H -0.535 -1.042 1.510  0.1304
H 0.882 2.487 1.148  0.0831
H 2.210 1.489 0.728  0.1956
H -0.629 1.553 2.020  0.1024

---

Stability, descending: run b, run a